[1]
Below is a structure of composition C24H37GeN6O2Si3Ti, with properties calculated with ωB97M-V/def2-TZVPD.

Each line ends with the Löwdin charge.
Geometry (Å):
Ti 1.314 -0.970 -0.378  0.839
O -1.772 -4.084 2.981  0.057
C -0.963 -3.413 3.819  -0.270
C -1.159 -3.597 5.187  -0.014
C -0.364 -2.940 6.104  -0.080
C 0.649 -2.082 5.680  -0.089
C 0.842 -1.889 4.328  -0.029
C 0.048 -2.538 3.380  -0.088
C 0.270 -2.263 1.954  -0.444
O 1.068 -1.309 1.596  -0.189
N -0.367 -2.966 1.047  0.058
N -0.001 -2.511 -0.202  -0.139
C -0.500 -3.152 -1.249  -0.095
C -0.075 -2.652 -2.506  -0.284
C -0.470 -3.165 -3.751  -0.013
C 0.049 -2.622 -4.900  -0.059
C 0.967 -1.568 -4.806  -0.064
C 1.303 -1.101 -3.558  -0.137
N 0.795 -1.603 -2.421  -0.004
H -1.476 -3.899 2.059  0.067
H -1.944 -4.271 5.502  0.117
H -0.528 -3.101 7.162  0.104
H 1.279 -1.577 6.399  0.099
H 1.621 -1.230 3.971  0.107
H -1.161 -4.000 -1.129  0.131
H -1.168 -3.991 -3.782  0.118
H -0.241 -3.010 -5.867  0.111
H 1.413 -1.126 -5.685  0.108
H 2.012 -0.292 -3.441  0.090
C -3.364 2.445 -1.449  -0.217
Si -2.211 1.008 -1.818  0.312
C -1.718 1.067 -3.622  -0.204
C -3.066 -0.601 -1.406  -0.197
Ge -0.314 1.319 -0.393  0.722
Si 1.331 2.904 -1.150  0.309
C 2.600 3.176 0.193  -0.211
C 2.162 2.406 -2.749  -0.217
C 0.330 4.470 -1.433  -0.218
Si -0.885 1.520 1.936  0.334
C -2.114 0.174 2.366  -0.196
C -1.736 3.194 2.073  -0.216
C 0.621 1.564 3.041  -0.203
H -4.216 2.421 -2.135  0.036
H -2.868 3.411 -1.565  0.023
H -3.757 2.384 -0.432  0.018
H -2.610 0.996 -4.250  0.038
H -1.052 0.246 -3.891  0.005
H -1.217 2.007 -3.861  0.024
H -3.955 -0.723 -2.031  0.040
H -3.382 -0.619 -0.362  0.024
H -2.412 -1.459 -1.572  0.003
H 3.110 2.247 0.452  0.019
H 2.139 3.580 1.095  0.019
H 3.355 3.891 -0.146  0.039
H 2.846 1.573 -2.583  0.003
H 2.746 3.246 -3.134  0.040
H 1.433 2.128 -3.512  0.020
H -0.227 4.762 -0.541  0.020
H -0.381 4.342 -2.252  0.023
H 0.999 5.294 -1.696  0.037
H -3.102 0.439 1.984  0.030
H -2.195 0.058 3.450  0.043
H -1.843 -0.796 1.946  0.013
H -2.608 3.272 1.424  0.011
H -1.052 4.010 1.829  0.021
H -2.073 3.343 3.104  0.038
H 1.316 0.758 2.816  0.006
H 0.306 1.456 4.083  0.041
H 1.136 2.520 2.946  0.020
N 6.910 -2.806 -1.304  0.106
C 6.286 -1.887 -0.991  -0.374
N 5.644 -0.787 -0.611  0.097
C 4.400 -0.650 -0.657  -0.315
N 3.246 -0.383 -0.685  0.026

* gap between HOMO and LUMO (spin up / spin down): 6.27 / 5.97 eV
* multiplicity: 4
* expectation value of S²: 3.7741
* HOMO energy (spin up / spin down): -6.7 / -8.3 eV
* energy relative to the best compared isomer or geometry (same formula, charge and spin): 0.6 kcal per mole
* total charge: 0

---

[2]
Below is a cluster of 8 separate species, C24H37N9O10 in total, with properties calculated with ωB97M-V/def2-TZVPD.

Each line ends with the Löwdin charge.
Geometry (Å):
O -1.966 1.449 -2.641  0.019
C -1.101 0.733 -1.865  -0.338
C -1.158 0.810 -0.488  -0.006
C -0.189 0.170 0.271  -0.023
C 0.877 -0.482 -0.322  -0.341
O 1.867 -1.030 0.437  0.010
C 0.909 -0.552 -1.708  -0.023
C -0.063 0.045 -2.483  -0.027
H -2.894 1.376 -2.393  0.094
H -2.002 1.317 -0.037  0.122
H -0.123 0.315 1.342  0.116
H 2.702 -0.731 0.034  0.050
H 1.715 -1.089 -2.195  0.112
H 0.039 -0.003 -3.559  0.111
O -4.686 -1.243 5.892  0.019
C -3.725 -1.628 4.989  -0.328
C -2.886 -2.717 5.171  -0.004
C -1.864 -2.981 4.249  -0.018
C -1.672 -2.120 3.202  -0.323
O -0.723 -2.431 2.241  0.024
C -2.496 -1.056 2.937  -0.006
C -3.525 -0.829 3.847  -0.009
H -4.526 -0.369 6.254  0.102
H -3.024 -3.375 6.019  0.115
H -1.469 -3.987 4.190  0.121
H -0.111 -3.092 2.580  0.084
H -2.308 -0.286 2.204  0.099
H -4.053 0.117 3.815  0.113
O -0.270 4.692 -2.147  0.030
C 0.416 4.428 -0.981  -0.311
C 1.219 3.290 -1.027  -0.020
C 1.794 2.850 0.152  -0.026
C 1.630 3.603 1.318  -0.329
O 2.232 3.144 2.443  0.048
C 0.819 4.734 1.315  -0.026
C 0.149 5.131 0.182  -0.011
H 0.069 4.250 -2.925  0.097
H 1.322 2.659 -1.900  0.114
H 2.376 1.939 0.225  0.107
H 2.205 3.826 3.122  0.104
H 0.541 5.117 2.292  0.117
H -0.602 5.900 0.061  0.123
N 4.539 1.841 -1.893  0.174
C 4.706 0.498 -1.780  -0.620
N 5.280 -0.022 -2.905  0.164
O 4.302 -0.136 -0.804  0.014
H 4.957 2.354 -2.643  0.097
H 3.990 2.354 -1.223  0.084
H 5.600 -0.963 -3.035  0.106
H 5.534 0.652 -3.598  0.090
N 4.483 -4.544 1.037  0.149
C 4.608 -3.299 0.520  -0.696
N 4.001 -3.141 -0.683  0.162
O 5.203 -2.414 1.139  0.017
H 4.595 -4.707 2.018  0.100
H 4.073 -5.209 0.407  0.089
H 4.167 -2.325 -1.246  0.068
H 3.697 -3.986 -1.131  0.093
N 1.879 -0.635 3.766  0.172
C 2.216 -1.823 4.345  -0.687
N 2.651 -2.825 3.541  0.169
O 2.074 -1.952 5.563  -0.009
H 2.154 -0.557 2.797  0.075
H 1.643 0.141 4.350  0.103
H 2.954 -3.673 3.978  0.100
H 2.631 -2.700 2.542  0.076
N -5.789 1.683 -4.022  0.153
C -5.968 0.697 -3.120  -0.677
N -7.109 0.907 -2.345  0.137
O -5.198 -0.249 -3.006  0.009
H -6.490 2.396 -4.035  0.092
H -4.991 1.646 -4.645  0.028
H -7.542 1.805 -2.338  0.082
H -7.376 0.106 -1.802  0.098
C -2.700 -1.153 -5.672  -0.035
C -3.026 0.284 -5.575  -0.248
N -3.268 1.403 -5.480  0.141
H -2.066 -1.418 -4.830  0.078
H -2.200 -1.256 -6.634  0.082
H -3.656 -1.671 -5.670  0.087

* gap between HOMO and LUMO: 8.10 eV
* structure (SMILES): Oc1ccc(O)cc1.Oc1ccc(O)cc1.Oc1ccc(O)cc1.NC(N)=O.NC(N)=O.NC(N)=O.NC(N)=O.CC#N
* HOMO energy: -7.8 eV
* total charge: 0

---

[3]
Below is a cluster of 3 separate species, C24H38B3F2NO3 in total, with properties calculated with ωB97M-V/def2-TZVPD.

Each line ends with the Löwdin charge.
Geometry (Å):
C 0.141 1.911 1.862  -0.104
C 0.928 2.115 3.164  -0.238
C 2.413 1.667 3.175  -0.211
C 2.819 0.646 2.111  -0.211
C 2.095 -0.706 2.273  -0.194
C 2.994 -1.895 2.663  -0.186
C 2.685 -3.213 1.930  -0.196
C 1.207 -3.541 1.716  -0.208
C 0.429 -3.830 3.005  -0.193
C -1.073 -3.539 2.920  -0.190
C -1.400 -2.106 2.454  -0.052
B -1.908 -1.909 0.997  -0.531
O -1.510 -2.750 -0.039  0.249
B -1.255 -2.184 -1.266  -0.321
O -1.853 -0.979 -1.577  0.250
B -2.300 -0.177 -0.530  -0.512
C -2.305 1.381 -0.700  -0.145
N -1.130 1.801 -1.473  0.015
O -2.680 -0.814 0.637  0.298
H -0.376 0.948 1.845  0.061
H 0.770 1.960 0.974  0.067
H -0.623 2.681 1.748  0.068
H 0.402 1.609 3.978  0.097
H 0.893 3.176 3.418  0.095
H 3.066 2.540 3.115  0.102
H 2.620 1.209 4.148  0.107
H 3.900 0.497 2.178  0.102
H 2.641 1.046 1.112  0.095
H 1.578 -0.940 1.340  0.103
H 1.316 -0.585 3.032  0.098
H 4.032 -1.628 2.451  0.099
H 2.954 -2.063 3.742  0.104
H 3.193 -3.205 0.964  0.079
H 3.129 -4.038 2.498  0.113
H 1.149 -4.429 1.078  0.119
H 0.727 -2.750 1.141  0.078
H 0.562 -4.890 3.241  0.112
H 0.854 -3.274 3.848  0.111
H -1.540 -4.284 2.270  0.112
H -1.510 -3.685 3.910  0.106
H -2.095 -1.617 3.140  0.118
H -0.483 -1.503 2.493  0.092
H -0.511 -2.703 -2.035  0.114
H -2.286 1.861 0.280  0.095
H -3.270 1.670 -1.156  0.100
H -1.089 1.301 -2.352  0.066
H -1.183 2.787 -1.694  0.053
F -2.113 4.471 -3.283  0.046
C -3.449 4.683 -3.301  -0.284
C -4.285 3.589 -3.383  -0.023
C -5.655 3.811 -3.395  -0.080
C -6.159 5.103 -3.328  -0.096
C -5.288 6.181 -3.249  -0.083
C -3.915 5.979 -3.233  -0.016
H -3.865 2.594 -3.439  0.112
H -6.330 2.968 -3.458  0.106
H -7.227 5.269 -3.339  0.101
H -5.677 7.189 -3.198  0.105
H -3.215 6.800 -3.168  0.118
F 4.740 -1.941 -0.568  0.049
C 4.044 -1.898 -1.725  -0.285
C 3.271 -2.989 -2.068  -0.018
C 2.542 -2.930 -3.248  -0.089
C 2.598 -1.802 -4.055  -0.095
C 3.386 -0.722 -3.680  -0.082
C 4.120 -0.760 -2.502  -0.015
H 3.243 -3.854 -1.420  0.114
H 1.925 -3.772 -3.534  0.106
H 2.027 -1.763 -4.972  0.101
H 3.431 0.160 -4.305  0.105
H 4.735 0.069 -2.182  0.118

* gap between HOMO and LUMO: 9.78 eV
* structure (SMILES): CCCCCCCCCCCB1OBOB(CN)O1.Fc1ccccc1.Fc1ccccc1
* HOMO energy: -9.2 eV
* total charge: 0

---

| no. | E (hartree) | strongest force on any atom (eV Å⁻¹) |
| --- | --- | --- |
| 1 | -5210.7420 | 0.30 |
| 2 | -2182.0494 | 2.79 |
| 3 | -1492.3392 | 0.88 |